DFT (ωB97M-V/def2-TZVPD) results for a molecular structure, C26H21Br2N4O4Pt.

Summary:
2S+1: 1
Orbital gap (alpha / beta), eV: 4.227 / 4.232
E_HOMO (alpha / beta), eV: -10.1 / -10.1
Charge: +1

Geometry as XYZ:
```
58
Properties=species:S:1:pos:R:3:forces:R:3
C -2.054 2.151 -0.440 -1.3333 -1.2282 -0.1908
C -4.820 2.624 -0.293 0.3006 0.6740 0.0189
H -0.533 -5.232 0.742 -0.0414 -0.0181 -0.0550
C 0.171 2.809 -0.402 0.2735 -0.5260 -0.0697
C -0.589 -0.863 -4.771 0.0906 -0.0559 -0.1112
H -2.058 -0.718 -3.196 0.0172 0.0695 0.1339
Br -5.550 -0.104 -0.565 -0.2326 -0.1760 -0.0324
C -1.010 -0.769 -3.462 -0.4113 0.1039 0.2891
C 1.030 -0.702 1.785 0.7766 -0.1654 -0.3773
C 1.184 -0.867 -2.658 0.1980 -0.1065 -0.3632
C -1.552 4.474 -0.180 0.1629 0.0569 0.0114
H -1.861 5.503 -0.056 0.0002 -0.0347 0.0082
O -2.009 -2.523 0.299 0.6645 -0.5911 -0.2183
C -1.374 -4.827 0.179 0.3147 0.0483 -0.1627
N 1.968 -0.816 0.835 -0.3356 -0.0565 0.9562
C -3.932 3.673 -0.210 0.1259 -0.4153 -0.0733
H 0.533 4.918 -0.152 -0.0007 -0.1116 -0.0180
H -1.412 -5.328 -0.789 0.0217 -0.0210 0.0627
Pt -0.517 -0.617 -0.493 -0.7587 1.7227 0.5551
N -0.143 -0.741 -2.452 -0.6535 -0.0890 -0.1017
C 1.460 -0.732 3.184 -0.0269 0.0804 0.1494
C 1.617 2.421 -0.450 -0.0502 -0.0817 0.0842
N 1.403 -0.818 -0.372 -0.5172 0.0527 0.6276
C -2.523 3.463 -0.279 -0.6398 0.3238 -0.0158
C -2.973 1.036 -0.552 -1.2217 2.4121 0.6098
O -0.224 -0.565 1.539 -0.7540 0.1469 -0.5695
H -1.312 -0.888 -5.575 -0.0006 0.0322 0.0751
H 3.733 -2.148 -1.859 -0.0534 0.0103 -0.0208
C 2.813 -0.791 3.514 0.1042 -0.0027 -0.0742
H 4.002 -0.426 -2.148 -0.0272 -0.0170 0.0228
O -2.551 -0.145 -0.748 1.4907 -2.5341 -0.4842
C 0.886 -0.681 5.516 0.0251 -0.0183 0.1185
Br -4.614 5.404 0.001 -0.0882 0.3645 0.0714
H -0.551 -0.655 3.917 0.0743 0.0201 0.0522
C -4.361 1.327 -0.460 1.7219 -0.5579 -0.0781
H 1.854 1.770 0.396 0.0288 0.0523 -0.0115
H 3.551 -0.842 2.724 -0.0181 0.0176 0.0629
H 4.248 -0.826 5.103 -0.0496 0.0054 -0.0276
N -0.741 1.853 -0.507 0.8878 -1.2931 0.3394
C 2.033 -0.926 -1.467 0.9196 -0.1738 -0.8848
C -0.225 4.149 -0.236 -0.1027 0.0667 -0.0004
C -1.152 -3.344 -0.049 -0.9477 0.2446 0.4222
C 3.198 -0.783 4.843 0.0355 -0.0141 0.0357
H 2.723 -1.040 -4.111 -0.0874 -0.0005 -0.0403
C 0.767 -0.938 -5.014 0.1183 0.0033 -0.2245
H -5.885 2.806 -0.227 0.0414 0.0221 -0.0030
H 1.832 1.866 -1.364 0.0265 0.0741 -0.0470
H 1.131 -0.999 -6.032 0.0411 -0.0213 0.0953
C 2.236 -0.724 5.845 -0.0180 0.0003 -0.0499
H 2.265 3.294 -0.402 -0.0342 -0.0131 -0.0375
C 3.505 -1.144 -1.491 0.1019 0.0855 -0.2780
C 0.497 -0.683 4.189 -0.1878 0.0017 0.0000
H -2.301 -4.981 0.718 -0.0272 0.0538 0.0047
H 0.141 -0.649 6.301 0.0175 0.0100 -0.0529
H 2.541 -0.713 6.885 -0.0229 -0.0119 -0.0484
O -0.052 -2.995 -0.616 -0.4043 1.6292 0.0998
C 1.656 -0.951 -3.948 0.4573 -0.0674 -0.1790
H 3.902 -1.048 -0.486 0.0082 0.0175 -0.0056
```
Forces are in eV/Å.

***

DFT (ωB97M-V/def2-TZVPD) results for 2 unconnected molecules or ions with the total composition C2H9N2O2.

Summary:
2S+1: 1
Orbital gap, eV: 10.382
E_HOMO, eV: -14.2
Charge: +1

Geometry as XYZ:
```
15
Properties=species:S:1:pos:R:3:forces:R:3
C 1.469 0.300 0.652 3.3120 1.0658 -0.7322
H 1.041 -1.671 0.246 0.5578 0.3997 -0.1097
H -1.876 -0.834 -1.474 -1.0541 -0.5749 -2.2845
H 1.618 1.868 -0.628 1.8795 0.3662 -1.6951
O 1.121 1.537 0.071 -2.1615 -0.8643 2.5169
N 1.126 -0.765 -0.227 -1.3908 -1.9067 0.1933
H -3.983 0.343 -0.668 1.7517 1.2004 2.7477
H 2.625 0.302 1.028 -2.7860 -0.0540 -0.7427
O -3.423 0.649 0.199 -2.7458 -0.7433 -3.6081
H -1.733 0.266 1.176 -0.2261 1.0968 -0.5144
H 1.608 -0.887 -1.073 1.1212 0.0099 -1.0763
N -1.544 -0.524 -0.623 -0.7779 1.4639 1.5483
C -2.225 0.235 0.186 2.2296 -2.3968 1.7963
H 0.764 0.101 1.406 -0.2702 0.5952 1.9117
H -0.523 -0.716 -0.437 0.5607 0.3420 0.0488
```
Forces are in eV/Å.

***

DFT (ωB97M-V/def2-TZVPD) results for a molecular structure, C44H76F6O23PRb.

Summary:
2S+1: 1
Orbital gap, eV: 7.933
E_HOMO, eV: -9.2
Charge: 0

Geometry as XYZ:
```
151
Properties=species:S:1:pos:R:3:forces:R:3
H -6.628 15.972 11.914 -0.0621 -0.1811 -0.0617
F -9.841 19.303 12.159 -0.0772 0.7996 0.2253
O -1.393 18.308 14.484 -0.0181 1.2154 0.6633
H -4.939 12.588 13.105 0.0560 0.0545 -0.4699
H -8.328 15.437 13.361 0.0480 -0.1863 -0.0439
H -8.953 24.553 11.399 -0.0731 0.1016 0.3816
C -9.627 16.145 8.903 0.5088 -0.6897 0.8975
H -8.463 20.935 5.766 0.0153 -0.0281 0.1348
H -6.072 22.701 15.587 -0.1835 0.3864 0.0971
H -5.754 16.158 14.024 0.0685 0.2865 -0.0401
O -5.268 23.259 12.807 -0.2121 -0.6747 -0.4520
H -8.079 14.138 8.608 0.1509 -0.0803 0.0851
C -8.213 16.275 8.340 -1.5071 0.0726 0.1409
C -9.964 19.059 15.575 -0.2512 -0.4874 0.0500
H -6.230 21.377 12.954 0.2233 0.0689 -0.2889
C -6.611 22.719 14.639 -0.0365 -1.3669 -0.4007
H -3.346 17.434 9.503 -0.3236 -0.7364 -0.1747
C -10.558 20.869 5.259 0.7172 0.3006 0.4083
H -12.913 18.493 14.725 -0.1632 -0.4223 -0.3026
C -2.046 19.411 12.529 -0.0677 0.4943 -0.4236
C -6.896 21.521 8.572 0.2753 2.3651 -0.2977
O -4.684 22.037 8.179 1.0869 -0.0932 0.0807
C -5.667 22.212 9.189 -0.2945 -0.2022 0.6440
C -12.034 16.623 16.979 0.7240 -0.0388 -0.9377
C -9.002 15.072 14.132 -0.3075 -0.4650 0.9413
O -4.379 20.631 6.442 0.4092 -0.2979 0.5869
H -12.500 24.550 9.569 0.4108 -0.1191 -0.3209
C -2.803 17.619 6.738 -0.6558 1.1421 0.1819
P -8.272 19.087 11.765 1.2902 -1.5888 0.4703
O -7.291 16.006 5.068 0.2182 -0.2498 -0.4724
H -3.536 19.611 10.927 0.3258 -0.1166 -0.0230
H -8.700 19.210 7.459 -0.2263 0.5278 0.5800
H -9.425 18.179 15.221 0.1455 0.1438 -0.0957
C -3.749 15.652 6.214 -1.1232 0.4272 0.7373
F -6.724 18.825 11.356 -0.2415 -0.0427 -0.3297
H -1.951 17.513 7.415 0.0211 -0.5289 -0.1240
H -4.176 19.101 12.463 0.0642 -0.0534 0.0658
F -7.764 19.140 13.312 -0.8700 0.1249 -0.2248
O -6.333 20.743 7.513 -0.5805 -1.0351 1.0037
C -1.872 19.584 14.049 -0.4386 0.3683 -1.1358
C -4.163 19.819 17.309 -0.2987 -0.7620 0.1732
H -1.266 19.986 12.025 -0.1322 -0.0217 -0.2074
H -7.548 21.103 9.332 0.3444 -1.1883 -0.3220
H -10.563 12.979 15.321 -0.0145 0.1600 0.1440
H -5.847 17.125 16.666 -0.5095 0.0008 0.1158
H -6.895 18.615 16.561 -0.1374 -0.3493 -0.0235
H -9.385 19.525 16.369 -0.0680 0.1451 -0.0252
H -11.898 19.380 16.527 0.0368 0.0924 -0.1942
C -3.428 19.752 12.001 -0.4807 -0.2935 -0.0302
Rb -11.865 19.955 10.086 0.5216 0.1125 -0.1314
O -4.481 16.127 7.275 0.4196 0.2294 -0.1042
C -5.610 15.572 11.952 0.1192 -0.1476 0.7339
H -4.237 16.694 13.237 -0.0485 0.0226 0.1098
C -7.507 15.799 6.214 -0.0744 -0.1067 0.4332
H -9.991 15.519 13.962 -0.0083 0.1567 0.0903
H -6.642 23.781 10.220 0.0283 0.3396 0.0160
C -4.124 17.922 8.904 1.3628 0.6010 0.5601
O -6.806 24.047 14.176 -0.4586 0.4650 0.2640
H -10.221 15.389 8.389 -0.0714 0.3469 -0.4323
H -10.154 18.570 6.781 -0.1315 0.1231 -0.2416
H -3.765 20.772 12.189 0.4589 0.1246 0.2219
C -9.884 23.163 10.097 0.9030 0.1435 0.2170
H -3.151 19.390 17.305 -0.0979 -0.1733 0.0891
C -5.889 18.214 16.653 0.8292 -0.4606 -0.5105
H -2.696 18.569 6.216 -0.0662 -0.0140 0.0653
H -10.346 21.629 4.509 -0.5152 0.1218 -0.0078
C -11.309 18.578 16.072 0.6793 0.4186 0.6235
C -1.336 17.476 13.455 0.0193 -2.1821 -0.6852
H -8.299 13.780 17.052 -0.2515 -0.1095 0.1992
H -8.576 22.501 15.505 0.1299 0.0658 0.0939
H -6.283 13.483 13.742 -0.0986 0.3058 0.0114
C -5.020 21.047 7.358 -0.9950 0.8131 -1.4313
O -2.927 16.606 5.768 1.0383 -0.3812 -0.3812
C -6.022 24.320 13.129 0.7154 0.6150 -0.0155
H -3.391 14.326 13.395 0.0947 0.4282 -0.0132
H -6.003 24.233 8.593 -0.1183 0.1589 0.0838
O -8.328 16.587 6.946 0.2853 0.5623 0.2701
O -1.753 18.026 12.303 -0.1523 0.5813 0.1447
H -10.094 19.730 14.727 0.0718 0.1209 0.0590
C -7.434 14.972 8.330 0.2689 -0.3211 -0.0569
O -10.459 20.457 7.596 0.0678 -0.0421 0.5519
O -12.200 15.734 17.736 -0.3094 -0.2024 0.4254
H -7.490 22.323 8.115 -0.1166 -0.1726 -0.2966
C -9.607 19.507 6.926 0.4762 -0.2316 -0.4038
C -4.378 14.568 13.790 0.0564 -0.2940 0.2380
H -9.946 14.486 16.932 0.1120 -0.1533 0.2178
C -11.128 24.759 11.284 -0.0179 -0.0022 0.4273
C -5.202 18.838 17.884 0.0356 0.0743 0.5779
H -2.831 19.852 14.486 0.0893 -0.2860 0.4981
H -4.808 21.706 14.042 -0.0687 -0.3864 -0.2159
O -4.598 19.984 15.986 0.3086 1.0831 -1.6294
F -8.700 18.974 10.208 -0.2207 0.6654 -0.2488
H -5.485 18.811 14.494 -0.6140 0.5356 0.3233
C -12.049 23.945 10.359 0.0511 -0.4460 0.4617
H -8.726 16.301 15.932 -0.3184 -0.1644 0.1571
H -9.104 12.110 15.512 0.6776 0.1673 -0.5425
H -12.885 23.446 10.857 0.0044 0.3162 0.3100
H -7.402 15.293 15.558 0.0037 -0.3367 -0.0527
C -12.113 17.821 15.044 -0.3272 0.6590 -0.1767
H -11.586 24.916 12.259 -0.0391 0.2915 -0.1007
H -8.518 22.078 13.821 0.2693 0.0585 -0.1756
H -11.972 21.592 6.768 0.0431 0.1580 0.1780
H -5.063 16.014 11.116 0.1497 -0.3299 -0.0570
H -10.359 22.381 6.788 -0.0798 0.0297 0.2337
C -9.851 23.933 11.413 0.5058 -0.1560 -0.6981
H -9.806 23.276 12.281 -0.1912 -0.0399 -0.0487
H -9.547 15.745 9.921 0.1300 0.2014 0.0669
C -10.898 21.441 6.647 -0.2362 -0.1912 -0.7897
C -8.496 15.297 15.567 0.5922 1.1137 -0.7277
H -5.059 17.929 9.460 -0.1492 -0.0788 -0.2682
C -4.969 15.888 13.311 0.1661 0.4359 0.2211
H -11.311 20.159 4.921 0.0064 0.0277 -0.0899
O -11.124 17.612 17.119 -0.2282 -0.1456 0.1240
C -9.069 14.153 16.379 0.0318 -0.0289 -0.0497
C -5.695 22.106 13.557 0.1565 0.5546 0.9082
H -10.834 25.708 10.838 -0.4141 0.1221 0.0354
C -5.348 13.596 13.177 -0.3319 -0.1532 -0.0769
H -1.170 20.406 14.179 0.2821 -0.3450 0.6644
H -5.998 19.318 18.454 0.3420 0.3086 0.1877
H -4.347 14.474 14.878 0.0714 0.1477 -0.0142
H -7.918 20.959 15.005 0.5441 0.0166 0.0276
C -4.148 17.514 7.458 -0.0810 0.1810 0.3508
O -9.131 13.659 14.057 0.8470 -0.5215 -0.9100
O -5.928 25.383 12.592 -0.3629 -0.2454 0.0334
F -8.023 20.686 11.642 -0.5829 -0.0886 -0.1776
H -6.536 14.993 8.944 -0.0517 -0.0762 0.0593
H -10.105 17.117 9.007 -0.1591 -0.0415 -0.3556
C -5.036 18.719 15.485 0.2519 -0.1058 0.4535
C -5.810 23.697 9.521 -0.0277 -1.1893 -0.2124
O -3.898 14.580 5.756 0.1849 -0.8195 -0.4303
H -8.868 19.445 4.919 -0.1217 0.1439 -0.1667
C -7.950 22.017 14.751 -0.7139 0.3261 0.2410
O -5.594 14.148 11.885 -0.2801 -0.4888 -0.6648
H -4.203 18.038 15.255 0.3208 0.1078 0.6112
F -8.564 17.490 11.899 0.4021 0.3178 0.1259
C -9.247 20.189 5.622 -0.0313 -0.9997 -0.1839
H -9.267 22.263 10.097 -0.3590 -0.1849 0.1060
O -12.640 16.719 15.757 -0.2567 -0.1165 0.3323
H -5.343 21.623 10.056 0.0564 0.2307 0.1142
H -3.680 18.928 8.930 -0.5859 0.2781 -0.2381
H -11.516 17.497 14.189 -0.0171 -0.1544 0.0825
C -9.471 13.118 15.312 -1.3646 0.3434 0.6200
H -4.093 20.769 17.838 -0.2670 0.1370 -0.2711
H -4.882 18.141 6.946 -0.1098 -0.2315 -0.2215
H -9.472 23.794 9.296 -0.3029 0.0767 -0.0895
H -7.761 17.096 8.900 0.5149 -0.0210 -0.3621
O -7.032 14.788 6.966 -0.1803 0.3534 -0.2108
H -4.684 18.162 18.567 -0.2964 -0.3518 -0.1945
O -11.240 22.849 9.888 -0.5377 -0.2623 -0.6111
O -1.011 16.325 13.524 0.0369 0.5538 0.2460
H -4.896 24.059 9.983 -0.0798 0.1299 0.0897
```
Forces are in eV/Å.

***

What did we get for largest force on an atom? Answer: 0.0579 0.0894 0.0467 Eh/bohr, in the order shown.
What did we get for electronic energy? Answer: -184777.8389 -9287.2878 -120209.9417 eV, in the order shown.